## w
Computed, not measured: an isolated ion of composition CH3Br2ClP and charge +1, with wB97M-V/def2-TZVPD.

Geometry as ORCA input:
```
! wB97M-V def2-TZVPD RIJCOSX def2/J DEFGRID3
* xyz 1 1
C -0.29780 -0.12162 0.05636
P -2.09418 -0.00547 0.38107
Cl -2.36899 0.02119 2.38848
Br -2.98486 1.78271 -0.47717
Br -2.93856 -1.76912 -0.48495
H 0.05968 -0.58695 -0.87641
H 0.04166 -0.73660 1.04273
H 0.11705 0.99846 0.00639
*
```

Orbital gap = 10.42 eV
LUMO level = -0.2049 Eh
HOMO = -16.000 eV

---

## x
Computed, not measured: CH3Br2ClP as an isolated structure, with wB97M-V/def2-TZVPD.

Geometry as ORCA input:
```
! wB97M-V def2-TZVPD RIJCOSX def2/J DEFGRID3
* xyz 1 1
C 0.18473 1.06284 0.05389
P -0.11752 -0.66380 -0.09659
Cl -0.55508 -1.90653 2.36295
Br -1.87779 -1.02217 -1.14608
Br 1.56212 -1.72203 -0.98615
H -0.80650 1.56604 -0.12282
H 0.66808 1.23759 -0.85358
H 0.94196 1.44806 0.78839
*
```

Orbital gap (spin up / spin down) = 7.55 / 7.55 eV
LUMO level (spin up / spin down) = -0.2867 / -0.2867 Eh
HOMO (spin up / spin down) = -15.349 / -15.348 eV

---

Order from most stable to least stable according to the calculation: w, x

---

## w
Computed, not measured: an isolated ion of composition C5H13N2O and charge +1, with wB97M-V/def2-TZVPD.

Geometry as ORCA input:
```
! wB97M-V def2-TZVPD RIJCOSX def2/J DEFGRID3
* xyz 1 1
C 0.37748 -1.38031 1.53470
C 0.33774 0.08745 1.27351
N 1.56261 0.86457 1.71342
C 0.28370 0.26352 -0.32821
O 1.25203 0.82346 -0.83122
N -0.86034 -0.01838 -0.94451
C -0.73596 -0.15446 -2.40816
C -2.15058 -0.33301 -0.34851
H 1.37511 -1.78880 1.92089
H 0.27796 -2.01368 0.66743
H -0.23443 -1.75219 2.34634
H -0.63092 0.64191 1.61279
H 1.82995 1.55950 0.91908
H 2.33682 0.26202 2.03123
H 1.29751 1.42733 2.50929
H -0.37573 0.82286 -2.79349
H -1.68796 -0.35526 -2.94846
H -0.01253 -0.94839 -2.65730
H -2.85127 -0.69882 -1.06273
H -2.53137 0.65073 0.01727
H -2.21532 -0.95833 0.51373
*
```

Orbital gap = 10.06 eV
SMILES = C[C@@H]([NH3+])C(=O)N(C)C
LUMO level = -0.1231 Eh
HOMO = -13.406 eV

---

## x
Computed, not measured: an isolated ion of composition C5H13N2O and charge +1, with wB97M-V/def2-TZVPD.

Geometry as ORCA input:
```
! wB97M-V def2-TZVPD RIJCOSX def2/J DEFGRID3
* xyz 1 1
C 1.60543 0.42184 -1.90325
C 1.70591 -0.10465 -0.68200
N 2.80692 0.06583 0.15441
C 0.55670 -0.80372 0.00658
C -0.52596 0.16472 0.48954
N -1.38403 0.57338 -0.72463
C -1.45461 -0.39246 1.57014
O -2.77694 0.14403 1.19981
H 0.68721 0.47808 -2.47562
H 2.43122 0.89580 -2.42029
H 2.82633 -0.57117 0.93514
H 3.67530 0.30704 -0.29740
H 0.04620 -1.56936 -0.57209
H 0.91884 -1.28328 0.90997
H -0.12329 1.13805 0.77505
H -1.14423 1.52693 -0.98332
H -2.37396 0.45294 -0.48674
H -1.22044 -0.05125 -1.51108
H -1.60233 -1.47092 1.62037
H -1.22766 0.10660 2.51148
H -3.42662 -0.02843 1.88393
*
```

Orbital gap = 8.90 eV
SMILES = C=C(N)C[C@@H]([NH3+])CO
LUMO level = -0.1134 Eh
HOMO = -11.982 eV

---

## y
Computed, not measured: a 2-piece molecular cluster, C5H13N2O overall, with wB97M-V/def2-TZVPD.

Geometry as ORCA input:
```
! wB97M-V def2-TZVPD RIJCOSX def2/J DEFGRID3
* xyz 1 1
C -0.75969 2.41746 -0.69333
C -0.61146 2.27009 0.81882
C -1.66029 0.37595 1.89353
N -0.71608 0.84150 1.19576
H -0.09624 1.72262 -1.20527
H -1.79278 2.21125 -0.97282
H -0.50707 3.43010 -0.99437
H 0.38746 2.56859 1.13485
H -1.35362 2.81723 1.39307
H -1.67848 -0.68045 2.13551
H -2.47986 1.01083 2.21006
H 0.06916 0.19074 0.86242
C -0.38397 -1.66911 -1.25235
C 1.00004 -1.47462 -0.67407
N 1.99501 -2.06944 -1.32326
O 1.21909 -0.79483 0.33526
H -0.70395 -0.78493 -1.80324
H -1.06039 -1.73893 -0.39944
H -0.53023 -2.56271 -1.85033
H 2.92495 -2.01186 -0.95309
H 1.83834 -2.60321 -2.16145
*
```

Orbital gap = 10.32 eV
LUMO level = -0.1489 Eh
HOMO = -14.376 eV

---

Order from most stable to least stable according to the calculation: y, w, x